[1]
{
  "formula": "C4H11NO",
  "method": "ωB97M-V with the def2-TZVPD basis set",
  "smiles": "C=C(N)CC.O",
  "max_force_ev_per_a": 2.09,
  "homo_lumo_gap_ev": 9.0,
  "e_above_lowest_ev": 1.296,
  "total_charge": 0,
  "spin_multiplicity": 1,
  "elements": ["C", "C", "N", "C", "C", "H", "H", "H", "H", "H", "H", "H", "H", "H", "O", "H", "H"],
  "coordinates": [[-0.665509, -0.499145, -1.136212], [0.547658, -0.133465, -0.681544], [1.646805, -0.956919, -0.759529], [0.847240, 1.229230, -0.109033], [-0.170221, 1.921071, 0.855220], [-1.518761, 0.153482, -1.029996], [-0.772841, -1.518993, -1.486403], [2.550975, -0.637997, -0.484273], [1.564831, -1.851562, -1.222173], [0.961540, 1.900560, -0.974675], [1.847949, 1.245592, 0.328502], [-0.950220, 1.230653, 1.175481], [0.403784, 2.216801, 1.729519], [-0.575165, 2.798818, 0.363241], [-1.865652, -1.461608, 1.440860], [-2.445054, -1.729843, 0.758756], [-1.363681, -0.689809, 1.155231]],
  "forces_ev_per_angstrom": [[0.715, -0.030, 0.419], [-0.331, 0.148, -0.025], [-0.351, -0.371, -0.146], [0.019, 0.910, -0.497], [0.981, -0.838, -0.451], [-0.016, -0.030, -0.161], [-0.336, 0.131, -0.162], [0.129, 0.019, 0.028], [0.143, 0.321, 0.153], [-0.018, -0.197, 0.089], [-0.107, -0.277, 0.212], [-0.112, 0.276, -0.054], [-0.292, 0.221, 0.176], [-0.321, 0.002, 0.212], [0.805, 0.234, 1.919], [-0.693, -0.110, -1.267], [-0.218, -0.410, -0.447]],
  "nbo_charge": [-0.59, 0.22, -0.81, -0.45, -0.60, 0.21, 0.20, 0.39, 0.39, 0.22, 0.20, 0.20, 0.22, 0.21, -0.95, 0.47, 0.48]
}

***

[2]
{
  "formula": "C4H11NO",
  "method": "ωB97M-V with the def2-TZVPD basis set",
  "smiles": "CC(N)=O.CC",
  "max_force_ev_per_a": 1.20,
  "homo_lumo_gap_ev": 10.7,
  "e_above_lowest_ev": 0.185,
  "total_charge": 0,
  "spin_multiplicity": 1,
  "elements": ["C", "C", "N", "O", "H", "H", "H", "H", "H", "C", "C", "H", "H", "H", "H", "H", "H"],
  "coordinates": [[1.165154, -2.100525, -0.014290], [0.276215, -2.111192, 1.184789], [0.713550, -1.302478, 2.193619], [-0.760417, -2.730510, 1.283953], [2.218962, -2.253993, 0.204556], [1.094016, -1.120062, -0.466919], [0.840625, -2.720121, -0.842841], [0.175720, -1.165753, 3.029798], [1.567083, -0.772391, 2.134217], [-1.599624, 2.110885, -0.834135], [-0.190627, 1.955624, -1.347922], [-1.996930, 3.114396, -0.979519], [-2.321653, 1.463144, -1.344954], [-1.725375, 1.846146, 0.205511], [0.223589, 0.984242, -1.096246], [0.446282, 2.715439, -0.889992], [-0.126575, 2.087145, -2.419626]],
  "forces_ev_per_angstrom": [[0.195, 0.377, -0.995], [-0.259, -0.018, 0.588], [0.510, 0.407, 0.213], [-0.069, -0.145, -0.230], [-0.006, -0.198, 0.145], [0.102, 0.602, 0.109], [-0.127, -0.639, 0.421], [-0.261, -0.251, -0.070], [-0.084, -0.134, -0.187], [-1.098, -0.252, -0.403], [0.238, 0.291, 0.380], [0.181, 0.165, 0.081], [0.267, -0.063, -0.160], [0.277, 0.096, 0.447], [0.047, -0.160, -0.016], [0.120, -0.078, -0.039], [-0.032, 0.000, -0.283]],
  "nbo_charge": [-0.72, 0.67, -0.83, -0.60, 0.23, 0.23, 0.24, 0.40, 0.39, -0.61, -0.60, 0.20, 0.20, 0.20, 0.19, 0.20, 0.21]
}

***

[3]
{
  "formula": "C4H11NO",
  "method": "ωB97M-V with the def2-TZVPD basis set",
  "smiles": "CC(C)CNO",
  "max_force_ev_per_a": 4.17,
  "homo_lumo_gap_ev": 9.2,
  "e_above_lowest_ev": 3.539,
  "total_charge": 0,
  "spin_multiplicity": 1,
  "elements": ["C", "C", "C", "C", "N", "O", "H", "H", "H", "H", "H", "H", "H", "H", "H", "H", "H"],
  "coordinates": [[-0.114554, -1.805758, -0.421068], [-0.042957, -0.386244, 0.121970], [0.391190, -0.345429, 1.583626], [0.711923, 0.536187, -0.787098], [-0.081763, 1.935724, -0.564446], [-1.267983, 2.438598, -1.142191], [-0.775850, -2.424293, 0.184248], [-0.454859, -1.821688, -1.455302], [0.875994, -2.261177, -0.395223], [-1.072890, 0.153345, 0.041262], [1.418474, -0.696063, 1.686464], [-0.259876, -0.972466, 2.191635], [0.321313, 0.661107, 1.996773], [0.586020, 0.324596, -1.847878], [1.748708, 0.704728, -0.502098], [-0.037463, 2.213344, 0.415745], [-1.945428, 1.745490, -1.106420]],
  "forces_ev_per_angstrom": [[0.080, -0.013, 0.245], [-2.141, 0.016, -0.263], [-0.108, 0.125, -0.255], [-2.794, 3.095, 0.164], [3.376, 0.396, 0.375], [0.536, -1.360, -0.346], [-0.052, -0.069, -0.027], [-0.086, 0.000, -0.019], [0.101, -0.101, -0.005], [1.133, -1.789, 0.492], [0.066, -0.040, 0.068], [0.042, -0.107, -0.005], [0.121, 0.059, -0.023], [0.226, -0.197, 0.077], [-0.015, 0.295, -0.203], [-0.377, -0.261, -0.463], [-0.107, -0.051, 0.189]],
  "nbo_charge": [-0.61, -0.23, -0.61, -0.21, -0.40, -0.55, 0.21, 0.21, 0.20, 0.18, 0.20, 0.21, 0.21, 0.21, 0.21, 0.33, 0.44]
}

***

[4]
{
  "formula": "C4H11NO",
  "method": "ωB97M-V with the def2-TZVPD basis set",
  "smiles": "C=C(C)O.CN",
  "max_force_ev_per_a": 1.38,
  "homo_lumo_gap_ev": 9.7,
  "e_above_lowest_ev": 1.808,
  "total_charge": 0,
  "spin_multiplicity": 1,
  "elements": ["C", "C", "C", "O", "H", "H", "H", "H", "H", "H", "C", "N", "H", "H", "H", "H", "H"],
  "coordinates": [[-0.705760, -1.337214, 0.756980], [-1.588659, -0.358146, 1.015353], [-1.336827, 1.140594, 1.008544], [-2.877942, -0.692482, 1.384479], [0.285359, -1.008126, 0.356481], [-0.953178, -2.407683, 0.814047], [-0.267899, 1.342834, 1.026441], [-1.702191, 1.643643, 0.092032], [-1.833998, 1.591339, 1.865911], [-3.500411, -0.223125, 0.788629], [1.735014, 0.485408, -1.416247], [2.334524, -0.714990, -0.845101], [2.474447, 1.105725, -1.944515], [1.179402, 1.068566, -0.654982], [0.988590, 0.239486, -2.173737], [2.508294, -1.403913, -1.614804], [3.261241, -0.471912, -0.459514]],
  "forces_ev_per_angstrom": [[0.407, 1.219, -0.493], [0.285, -0.526, -0.299], [0.205, -0.386, -0.692], [-0.734, 0.230, -0.417], [-0.765, -0.688, 0.780], [0.015, 0.739, -0.069], [0.005, 0.020, 0.242], [-0.140, -0.361, 0.341], [0.115, 0.025, 0.043], [0.521, -0.314, 0.652], [-0.234, 0.510, -0.320], [0.858, -0.737, -0.712], [-0.235, 0.217, 0.303], [0.592, -0.187, -0.299], [-0.019, -0.282, 0.109], [-0.128, 0.854, 1.081], [-0.747, -0.333, -0.250]],
  "nbo_charge": [-0.49, 0.30, -0.68, -0.71, 0.23, 0.21, 0.22, 0.21, 0.23, 0.47, -0.42, -0.84, 0.17, 0.18, 0.20, 0.36, 0.36]
}